1.
The following is a DFT calculation (the ωB97M-V functional and the def2-TZVPD basis) of a single C32H32N2O5 molecule.

Results
relative energy (zero: lowest compared OMol25 entry of this formula, charge and spin)	0.0	kcal/mol
HOMO level	-7.7	eV

```
! RIJCOSX wB97M-V def2-TZVPD def2/J DEFGRID3
* xyz 0 1
C 0.03266 -0.70329 -2.21108
C 0.68257 -1.88599 -1.50489
C 1.14307 -2.93737 -2.51795
O 1.79313 -1.37993 -0.76238
C 2.24095 -2.18544 0.29884
C 1.58968 -1.82761 1.64151
C 2.06511 -0.47586 2.18783
N 1.50723 0.63220 1.43957
C 0.20499 0.92208 1.62760
C -0.48847 1.80893 0.86160
C -1.90267 2.02433 1.14875
O -2.46793 1.52147 2.10110
C -2.67339 2.95928 0.21386
C -3.08529 4.21286 0.98619
O -3.88592 2.27066 -0.15618
C -3.66962 1.05906 -0.64015
O -2.56237 0.57759 -0.73326
C -4.94091 0.33366 -0.99075
C -5.26835 -0.65515 0.14546
C -4.13287 -1.61215 0.38365
C -3.32253 -1.48486 1.50345
C -2.27099 -2.35916 1.71303
C -2.00821 -3.36645 0.80082
C -2.80642 -3.49541 -0.32329
C -3.86282 -2.62677 -0.52630
C -1.95603 3.39909 -1.08339
O -2.62530 3.90623 -1.96890
C -0.54416 3.20334 -1.15772
C 0.14693 2.43225 -0.26904
C 1.54197 2.13478 -0.40020
C 2.18626 1.27238 0.42505
C 3.63859 1.06640 0.27293
C 4.14592 0.58953 -0.93317
C 5.50587 0.43060 -1.10527
C 6.38008 0.76445 -0.06970
C 7.77479 0.60125 -0.23839
N 8.90501 0.46517 -0.37106
C 5.87985 1.26104 1.13470
C 4.51768 1.40828 1.30076
H 0.78548 -0.14112 -2.75746
H -0.45460 -0.04688 -1.49812
H -0.71941 -1.06034 -2.90773
H -0.04616 -2.33684 -0.81573
H 1.82307 -2.48453 -3.23549
H 0.28333 -3.33662 -3.04786
H 1.65819 -3.76134 -2.02808
H 3.32531 -2.03509 0.36470
H 2.05893 -3.24603 0.08911
H 0.50564 -1.80800 1.51424
H 1.84207 -2.60203 2.36741
H 3.15399 -0.43358 2.14813
H 1.74862 -0.37532 3.23067
H -0.30253 0.41806 2.43792
H -2.19923 4.77297 1.27622
H -3.71070 4.82840 0.34462
H -3.64278 3.92361 1.87403
H -5.74993 1.05231 -1.11309
H -4.77875 -0.21263 -1.92023
H -6.17088 -1.20655 -0.12934
H -5.47098 -0.09086 1.05736
H -3.50576 -0.68880 2.20972
H -1.66080 -2.25793 2.60036
H -1.18969 -4.05380 0.96720
H -2.60593 -4.27782 -1.04135
H -4.48702 -2.73919 -1.40171
H -0.04844 3.60943 -2.02650
H 2.09826 2.62106 -1.18640
H 3.45641 0.31711 -1.71543
H 5.90193 0.05025 -2.03500
H 6.56229 1.52950 1.92739
H 4.13200 1.81108 2.22676
*
```

Löwdin atomic charge list, values in e, 2 entries:
1 C -0.02
2 C -0.42

---

2.
The following is a DFT calculation (the ωB97M-V functional and the def2-TZVPD basis) of a molecular structure, Cl6CuO24 at a distorted geometry.

Results
relative energy (zero: lowest compared OMol25 entry of this formula, charge and spin)	9.0	kcal/mol
HOMO level	3.8	eV

```
! RIJCOSX wB97M-V def2-TZVPD def2/J DEFGRID3
* xyz -5 1
Cu -0.25163 -0.20187 0.88784
Cl 0.05750 5.44481 -1.12428
O -0.67517 6.18505 -0.04816
O 1.41427 5.51273 -0.62961
O -0.37280 4.08386 -1.40835
O 0.20779 6.27304 -2.33576
Cl -1.53095 2.47314 2.78472
O -2.14779 1.36118 2.11412
O -0.24507 2.09646 3.41501
O -1.07300 3.41841 1.83674
O -2.41509 2.96411 3.78324
Cl -1.05590 -5.41922 -1.54750
O -0.52011 -5.67390 -2.84803
O -2.44689 -5.63838 -1.51337
O -0.47344 -6.38708 -0.60860
O -0.72259 -4.05863 -1.06336
Cl 3.05041 1.14200 -0.16509
O 3.40274 1.96694 1.03745
O 2.64466 -0.07737 0.45955
O 1.92847 1.78892 -0.86575
O 4.07036 0.78869 -0.93874
Cl -1.67796 -2.21373 3.39738
O -1.67579 -3.59283 3.53631
O -2.78732 -1.86052 2.55936
O -1.73998 -1.50121 4.64623
O -0.38571 -1.85615 2.81811
Cl 1.05628 -1.34950 -3.71061
O 0.21518 -1.30887 -2.50007
O 2.00015 -2.16600 -3.04023
O 0.42409 -2.00959 -4.83251
O 1.72533 -0.18450 -4.09602
*
```

Löwdin atomic charge list, values in e, 2 entries:
1 Cu 0.66
2 Cl 0.66

---

3.
The following is a DFT calculation (the ωB97M-V functional and the def2-TZVPD basis) of a single C9H11NO3S molecule at a distorted geometry.

Results
relative energy (zero: lowest compared OMol25 entry of this formula, charge and spin)	109.6	kcal/mol
HOMO level	-9.0	eV

```
! RIJCOSX wB97M-V def2-TZVPD def2/J DEFGRID3
* xyz 0 1
C 3.58116 0.65278 0.07044
C 2.16659 1.00881 -0.37322
O 2.08289 1.81040 -1.45645
S 1.15565 1.67752 1.02724
C -0.55847 1.59581 0.24400
C -1.30867 0.27525 0.37647
C -2.45050 0.06702 -0.41733
C -3.10450 -1.10068 -0.44818
C -2.72789 -2.09445 0.41462
C -1.64785 -1.95190 1.28745
C -0.90215 -0.79955 1.26022
N 1.48917 -0.44577 -0.83185
O 1.79500 -1.48877 -0.29385
O 0.65479 -0.37442 -1.68738
H 3.69970 -0.45571 0.32674
H 4.15081 0.97084 -0.80143
H 3.92500 1.00586 1.07756
H 1.09878 1.91287 -1.77767
H -0.45398 1.95757 -0.82666
H -1.19374 2.36921 0.86409
H -2.83630 0.94405 -0.95820
H -3.84275 -1.06023 -1.20047
H -3.37322 -2.98905 0.55164
H -1.40754 -2.79608 1.83379
H 0.00800 -0.69139 1.73842
*
```

Löwdin atomic charge list, values in e, 2 entries:
1 C -0.05
2 C -0.73

---

4.
The following is a DFT calculation (the ωB97M-V functional and the def2-TZVPD basis) of a molecular structure, C26H35N2Re at a distorted geometry.

Results
HOMO level (spin up / spin down)	-8.3 / -10.7	eV

```
! RIJCOSX wB97M-V def2-TZVPD def2/J DEFGRID3
* xyz 1 4
C 1.39772 -1.73635 0.46317
C 1.93258 -1.11120 -0.71385
C 0.98596 -1.25849 -1.75865
C -0.11944 -2.02079 -1.25208
C 0.11172 -2.26890 0.12956
Re -0.02345 -0.30135 -0.12552
C -1.91107 1.73296 -1.78938
C -1.81638 1.16452 -0.32861
H -1.98624 1.96658 0.41574
C -2.12603 -0.17765 0.06024
H -2.61181 -0.84861 -0.65155
H -2.58759 -0.29942 1.06227
C -2.81927 2.98578 -1.81904
H -2.39831 3.79031 -1.21779
H -2.94056 3.36132 -2.83543
H -3.81000 2.75561 -1.42701
C -2.46963 0.69909 -2.75241
H -1.84115 -0.20008 -2.77067
H -3.48066 0.39027 -2.47002
H -2.50932 1.07882 -3.77653
C 3.31997 -0.57635 -0.85634
H 3.58989 0.08840 -0.03207
H 4.07157 -1.37694 -0.87186
H 3.43844 -0.01420 -1.78214
C 1.20998 -0.89023 -3.19962
H 1.75524 0.05136 -3.25956
H 1.78653 -1.63618 -3.76437
H 0.26656 -0.74802 -3.73465
C -1.19987 -2.68732 -2.07701
H -1.33032 -2.21154 -3.05110
H -0.99057 -3.74819 -2.27689
H -2.15858 -2.65870 -1.55843
C -0.71861 -3.16692 0.99985
H -1.75180 -3.19370 0.65761
H -0.36461 -4.20533 1.02331
H -0.72037 -2.81224 2.02955
C 2.14156 -1.96876 1.74496
H 1.45036 -2.12599 2.57584
H 2.81001 -2.83813 1.71947
H 2.76321 -1.10410 1.99139
C 0.55156 2.03683 -1.26212
C -0.46775 2.13063 -2.21050
C 1.89212 2.38783 -1.61460
C -0.16977 2.54875 -3.50411
H 0.31202 1.96462 -0.15487
C 2.16723 2.82572 -2.89294
H 2.65472 2.34601 -0.83281
C 1.13785 2.89298 -3.84414
H -0.95857 2.61575 -4.25518
H 3.18399 3.12088 -3.15722
H 1.36083 3.23250 -4.85309
N 1.22755 2.04794 5.74824
C 0.97078 1.61168 4.53555
C 1.80238 1.91570 3.43258
C 1.51452 1.44818 2.17281
N 0.38608 0.68882 1.89341
C -0.40826 0.35723 2.97678
C -0.15347 0.80463 4.25145
H 2.00417 2.60669 5.95029
H 0.65242 1.84014 6.51143
H 2.69491 2.52674 3.56200
H 2.16723 1.68276 1.28000
H -1.29452 -0.29269 2.73431
H -0.84518 0.51491 5.03966
*
```

Löwdin atomic charge list, values in e, 2 entries:
1 C -0.34
2 C -0.30

---

5.
The following is a DFT calculation (the ωB97M-V functional and the def2-TZVPD basis) of 2 unconnected molecules or ions with the total composition C5H11NO at a distorted geometry.

Results
relative energy (zero: lowest compared OMol25 entry of this formula, charge and spin)	49.8	kcal/mol
HOMO level (spin up / spin down)	0.8 / -3.8	eV

```
! RIJCOSX wB97M-V def2-TZVPD def2/J DEFGRID3
* xyz -1 2
C 0.28737 1.39372 1.15927
N 1.98719 -0.64945 -0.46408
C 0.63731 -0.24319 -0.79407
C -0.17131 0.51042 -0.00189
C -1.53388 0.78892 -0.43463
C -2.63704 0.76517 0.36188
H 1.20061 0.96810 1.56866
H -0.44300 1.37200 1.97479
H 0.15016 2.42358 0.83695
H 2.64214 0.01529 -0.85124
H 2.35210 -0.77936 0.47484
H 0.23407 -0.76611 -1.63280
H -1.74872 1.17287 -1.44221
H -2.74648 0.51770 1.41022
H -3.58526 1.05897 -0.07723
H 1.89597 -2.64509 -0.56803
H 0.41100 -2.75175 -1.05392
O 1.06776 -3.15179 -0.46649
*
```

Löwdin atomic charge list, values in e, 2 entries:
1 C -0.12
2 N -0.06

---

6.
The following is a DFT calculation (the ωB97M-V functional and the def2-TZVPD basis) of 2 unconnected molecules or ions with the total composition C4H5N at a distorted geometry.

Results
relative energy (zero: lowest compared OMol25 entry of this formula, charge and spin)	66.7	kcal/mol
HOMO level	-9.7	eV

```
! RIJCOSX wB97M-V def2-TZVPD def2/J DEFGRID3
* xyz 0 1
C -0.38724 -1.42477 0.48152
C -0.78639 -0.18708 0.56102
C -1.36982 0.95074 0.33329
H -1.00506 -2.24766 0.86584
H 0.55445 -1.64405 0.00337
H -1.22749 1.69663 1.15561
H -2.22984 1.09490 -0.42433
C 2.04874 0.61477 -0.94127
N 2.55953 -0.29547 -0.47445
H 1.84312 1.44198 -1.56061
*
```

Löwdin atomic charge list, values in e, 2 entries:
1 C -0.01
2 C -0.23

---

| no. | electronic energy (eV) |
| --- | --- |
| 1 | -46921.485 |
| 2 | -168856.932 |
| 3 | -27975.146 |
| 4 | -32632.240 |
| 5 | -8898.004 |
| 6 | -5715.955 |